Entry 1:
# C5H10O3Pm

A molecular structure, C5H10O3Pm (the ωB97M-V functional and the def2-TZVPD basis, the Open Molecules 2025 dataset).

Geometry as XYZ:
```
19
Properties=species:S:1:pos:R:3:forces:R:3:mulliken_charge:R:1
O -2.427594 -0.159981 -1.453853 -3.87 1.89 0.59 -0.516
C -3.039032 -0.184197 -0.300046 -0.91 0.54 -0.11 -0.222
C -2.213798 -0.260996 0.925366 0.62 -2.72 -0.45 -0.231
O -0.845130 -0.183956 0.623944 1.54 -0.90 -2.16 -0.402
C 0.151110 0.620169 1.233838 -0.02 1.02 0.33 -0.496
C 1.457709 0.171609 0.621560 0.41 0.12 0.92 -0.465
O 1.265142 0.034140 -0.790863 0.09 0.49 0.51 -0.406
C 2.483042 -0.087489 -1.526106 0.95 0.04 -0.21 -0.710
Pm -0.661037 -0.840120 -1.579362 3.77 -2.80 -2.47 1.773
H -4.126212 -0.079954 -0.209806 0.36 -0.21 -0.27 0.459
H -2.362693 0.701747 1.447805 -1.15 -1.44 1.71 0.423
H 0.156043 0.470856 2.321038 0.01 0.17 -0.23 0.358
H -0.080105 1.658669 0.955847 0.26 -0.07 0.41 0.385
H 1.778532 -0.797706 1.030575 -0.03 0.20 -0.11 0.346
H 2.237311 0.919524 0.817519 -0.16 -0.18 -0.02 0.434
H 2.216017 -0.302575 -2.565134 0.17 0.03 0.04 0.350
H 3.036325 0.858447 -1.473621 -0.15 -0.23 -0.13 0.295
H 3.095490 -0.896472 -1.105426 -0.16 0.15 -0.20 0.343
H -2.121119 -1.641713 1.026724 -1.73 3.89 1.84 0.282
```
Forces are in eV/Å.

Computed properties:
expectation value of S²	8.7715
lowest unoccupied orbital energy (spin up / spin down)	-8.840 / -8.524	eV
total charge	+2
electronic energy	-28022.925	eV
orbital gap (spin up / spin down)	6.197 / 10.198	eV
HOMO level (spin up / spin down)	-0.5526 / -0.6880	Ha
spin multiplicity	6


Entry 2:
# C5H10O3Ru

A molecular structure, C5H10O3Ru (the ωB97M-V functional and the def2-TZVPD basis, the Open Molecules 2025 dataset).

Geometry as XYZ:
```
19
Properties=species:S:1:pos:R:3:forces:R:3:mulliken_charge:R:1
C -0.266176 -2.840589 0.610254 -0.48 -1.41 1.86 -0.255
O -0.077425 -2.353344 -0.687555 0.84 1.11 0.52 -0.635
C -0.544981 -1.701889 1.608451 -1.50 -1.09 0.35 -0.284
O 0.375014 -0.653802 1.426489 0.66 -0.78 -1.61 -0.578
C 0.182485 1.904826 1.143679 -0.45 -0.17 3.11 -0.765
C 0.304225 2.200059 -0.175912 1.00 1.79 -2.87 0.093
O 0.215566 1.152907 -1.113349 -0.40 1.46 -0.29 -0.476
C 0.098684 1.578643 -2.475108 -0.01 0.28 -1.04 -0.640
Ru 0.687096 -0.650891 -0.449569 0.02 -1.88 0.26 1.434
H 0.636750 -3.389066 0.958446 -0.33 0.26 -0.36 0.286
H -1.109775 -3.558870 0.658588 0.38 0.29 -0.23 0.335
H -0.500233 -2.101037 2.640432 0.11 0.33 -0.40 0.339
H -1.580597 -1.332888 1.443944 0.49 -0.03 0.08 0.278
H 1.028617 1.481988 1.688096 -0.31 0.35 0.25 0.349
H -0.689999 2.296796 1.670686 0.28 -0.39 0.25 0.337
H 1.040643 2.941426 -0.506104 -0.31 0.06 -0.18 0.291
H -0.013978 0.679859 -3.089975 -0.01 0.19 0.10 0.263
H -0.786709 2.218642 -2.575379 0.25 -0.24 0.07 0.296
H 1.000793 2.127230 -2.776115 -0.22 -0.15 0.14 0.333
```
Forces are in eV/Å.

Computed properties:
expectation value of S²	8.7666
lowest unoccupied orbital energy (spin up / spin down)	-5.534 / -6.134	eV
total charge	+1
electronic energy	-14056.281	eV
orbital gap (spin up / spin down)	7.050 / 8.003	eV
HOMO level (spin up / spin down)	-0.4625 / -0.5195	Ha
spin multiplicity	6


Entry 3:
# C5H10OS2

C5H10OS2 in the gas phase (the ωB97M-V functional and the def2-TZVPD basis, the Open Molecules 2025 dataset).

Geometry as XYZ:
```
18
Properties=species:S:1:pos:R:3:forces:R:3:mulliken_charge:R:1
C 0.253594 -1.091897 1.540234 -0.85 -0.59 0.40 -1.412
C -0.689270 -0.370558 0.594177 0.29 -0.23 0.52 0.123
C -0.488222 -0.592095 -0.898818 -1.06 0.02 0.17 -0.539
O -0.209160 -1.858228 -1.331864 0.73 -1.15 0.85 -0.548
C 0.486916 0.550165 -0.977775 1.86 -0.72 0.13 -0.258
S 0.507020 1.187411 -2.691079 0.62 0.92 1.05 -0.242
C -0.251410 1.084004 0.280082 -1.03 1.19 -0.14 0.032
S 0.668474 2.071640 1.522323 -0.30 -0.36 -0.26 -0.238
H 1.280193 -0.992484 1.236221 0.50 0.00 0.16 0.313
H 0.098296 -0.736314 2.589821 0.32 -0.17 -0.89 0.378
H -0.036998 -2.154493 1.520701 0.35 0.23 0.07 0.351
H -1.695611 -0.617001 0.950245 -0.07 0.73 -0.17 0.293
H -1.394162 -0.221285 -1.377226 -0.39 0.00 -0.17 0.485
H -0.292768 -1.920996 -2.267951 -0.07 -0.02 -1.08 0.375
H 1.513709 0.167234 -0.687429 -1.07 0.60 -0.39 0.283
H 1.494397 2.120505 -2.509815 -0.52 -0.50 -0.24 0.141
H -1.142106 1.642560 -0.073416 0.55 -0.05 0.32 0.357
H -0.102894 1.731832 2.581569 0.16 0.10 -0.34 0.105
```
Forces are in eV/Å.

Computed properties:
lowest unoccupied orbital energy	0.643	eV
total charge	0
electronic energy	-29064.000	eV
orbital gap	9.814	eV
HOMO level	-0.3370	Ha


The relative energy (zero: lowest compared OMol25 entry of this formula, charge and spin) results, record by record, are as follows: 171.27 440.95 88.55 kJ/mol.